Arrangement w

Here is a molecular structure, C3H6N2O2S from the Open Molecules 2025 dataset. Energies are from ωB97M-V/def2-TZVPD.

Structure (XYZ):
```
14
C3H6N2O2S ωB97M-V/def2-TZVPD
C 0.248 0.159 1.020
C 1.751 -0.334 1.108
C -1.349 0.937 -0.658
H -0.754 -0.705 -1.525
H -0.291 -0.921 0.947
H -0.031 0.837 1.825
H 1.819 -0.937 -0.637
H -1.956 1.401 0.302
H -2.796 0.552 -1.949
N -0.116 0.454 -0.287
N -1.923 0.278 -1.649
O 0.449 -0.498 -1.218
O 2.383 -0.804 0.098
S 2.567 -0.418 2.623
```

Output
HOMO-LUMO gap: 0.3129 Eh
E_LUMO: 0.006 Eh

---

Arrangement x

Here is C3H6N2O2S in the gas phase from the Open Molecules 2025 dataset. Energies are from ωB97M-V/def2-TZVPD.

Structure (XYZ):
```
14
C3H6N2O2S ωB97M-V/def2-TZVPD
C -0.936 -0.492 0.649
C -0.854 -0.231 -0.831
C -0.395 0.787 1.359
N -0.204 0.984 -1.056
N 1.907 -0.640 0.169
O 2.158 0.663 -0.161
O 2.673 -1.545 -0.112
S 0.459 1.668 0.284
H -1.920 -0.710 0.949
H -0.216 -1.344 1.009
H -0.498 -1.236 -1.399
H -1.833 -0.219 -1.262
H -0.292 0.904 2.398
H -0.050 1.410 -1.996
```

Output
HOMO-LUMO gap: 0.3268 Eh
E_LUMO: 0.012 Eh

---

Least stable: arrangement x

---

Arrangement w

Here is C3H6N2O2S in the gas phase from the Open Molecules 2025 dataset. Energies are from ωB97M-V/def2-TZVPD.

Structure (XYZ):
```
14
C3H6N2O2S ωB97M-V/def2-TZVPD
C -1.369 1.408 0.075
C -0.693 0.161 -0.107
C 1.289 -0.922 0.008
H -2.323 1.416 -0.575
H -0.760 2.348 -0.175
H -1.661 1.283 1.109
H 0.655 -1.800 0.184
H 4.785 -0.516 0.057
H -3.035 -1.411 -0.152
N 2.598 -0.988 0.192
N -1.254 -0.951 -0.311
O 0.659 0.267 -0.130
O -2.619 -0.589 -0.022
S 3.728 0.296 -0.154
```

Output
HOMO-LUMO gap: 0.3482 Eh
Structure (SMILES): C/C(=N\O)O/C=N\S
E_LUMO: 0.027 Eh

---

Arrangement x

Here is C3H6N2O2S in the gas phase from the Open Molecules 2025 dataset. Energies are from ωB97M-V/def2-TZVPD.

Structure (XYZ):
```
14
C3H6N2O2S ωB97M-V/def2-TZVPD
C -0.401 2.465 0.928
C 0.211 -0.466 -0.200
C -0.134 -1.838 0.518
H -2.080 2.780 2.321
H -1.844 1.114 1.696
H -0.223 3.604 1.077
H 0.604 -1.709 1.400
H -1.236 -1.907 0.888
H 0.911 -3.004 -0.903
N -1.501 2.031 1.687
N 0.344 1.803 0.097
O 0.055 0.524 0.557
O 0.114 -2.971 -0.267
S 0.785 -0.569 -1.798
```

Output
HOMO-LUMO gap: 0.3215 Eh
Structure (SMILES): N/C=N\OC(=S)CO
E_LUMO: 0.013 Eh

---

Arrangement y

Here is a molecular structure, C3H6N2O2S from the Open Molecules 2025 dataset. Energies are from ωB97M-V/def2-TZVPD.

Structure (XYZ):
```
14
C3H6N2O2S ωB97M-V/def2-TZVPD
C -0.644 1.717 1.442
C 0.327 0.032 -0.250
C 1.174 -2.112 0.214
H -1.866 1.485 1.687
H -0.480 2.504 0.396
H 0.167 2.032 2.383
H 0.227 -1.819 -1.531
H 1.682 -1.759 1.127
H -1.554 1.148 -2.594
N 0.529 -1.333 -0.587
N -0.325 0.840 -1.119
O 0.973 -3.418 -0.141
O -0.492 0.478 -2.441
S 0.282 0.207 1.414
```

Output
HOMO-LUMO gap: 0.3241 Eh
E_LUMO: 0.000 Eh

---

Least stable: arrangement y

---

Arrangement w

Here is a gas-phase ion, C4H12N2P (charge +1) from the Open Molecules 2025 dataset. Energies are from ωB97M-V/def2-TZVPD.

Structure (XYZ):
```
19
C4H12N2P ωB97M-V/def2-TZVPD
C 1.195 -0.360 0.669
C 0.391 -1.724 0.450
C 0.278 0.794 0.374
C -0.681 0.331 -0.693
N 1.014 2.004 -0.025
N -0.313 -1.435 -0.708
P -2.532 0.498 -0.062
H 1.683 -0.370 1.743
H 2.010 -0.235 -0.105
H 1.109 -2.571 0.333
H 0.015 -1.751 1.437
H -0.366 0.928 1.204
H -0.495 0.763 -1.616
H 1.223 2.540 0.836
H 1.954 1.950 -0.318
H 0.338 -1.569 -1.480
H -1.292 -1.951 -0.840
H -3.052 0.341 -1.336
H -2.478 1.819 0.137
```

Output
HOMO-LUMO gap: 0.3765 Eh
Net charge: +1
Structure (SMILES): N[C@@H]1CC[NH2+][C@H]1P
E_LUMO: -0.126 Eh

---

Arrangement x

Here is a molecular structure, C4H12N2P from the Open Molecules 2025 dataset. Energies are from ωB97M-V/def2-TZVPD.

Structure (XYZ):
```
19
C4H12N2P ωB97M-V/def2-TZVPD
C 1.518 1.292 0.466
C -0.240 -0.346 -0.001
C -1.091 -0.430 1.262
C -0.946 -0.704 -1.268
N 1.390 -1.362 0.043
N 0.251 0.981 -0.274
P 2.563 -0.253 0.100
H 2.006 2.114 0.009
H 1.184 1.294 1.555
H -1.612 0.483 1.719
H -0.474 -0.852 2.172
H -1.894 -1.091 1.032
H -1.327 -1.700 -1.102
H -0.363 -0.598 -2.139
H -1.740 0.112 -1.275
H 1.314 -2.171 0.591
H -0.530 1.654 -0.078
H 0.398 1.067 -1.302
H 2.781 0.067 -1.259
```

Output
HOMO-LUMO gap: 0.3387 Eh
Net charge: +1
E_LUMO: -0.134 Eh

---

Least stable: arrangement w

---

Arrangement w

Here is 2 unconnected molecules or ions with the total composition C19H22F from the Open Molecules 2025 dataset. Energies are from ωB97M-V/def2-TZVPD.

Structure (XYZ):
```
42
C19H22F ωB97M-V/def2-TZVPD
C 0.815 -1.200 -0.585
C 0.525 -1.118 0.916
C 0.040 -2.462 1.464
C -0.440 0.002 1.245
C 0.017 1.109 2.124
C -1.673 0.010 0.771
H 1.183 -0.250 -0.976
H 1.563 -1.962 -0.808
H -0.083 -1.457 -1.146
H 1.475 -0.875 1.424
H -0.143 -2.415 2.538
H -0.892 -2.767 0.989
H 0.768 -3.255 1.285
H 1.054 0.977 2.431
H -0.053 2.068 1.610
H -0.591 1.167 3.027
H -2.348 0.807 1.013
H -2.036 -0.772 0.136
F -5.000 2.461 6.299
C -4.255 1.407 5.871
C -3.117 1.027 6.566
C -2.357 -0.039 6.124
C -2.720 -0.727 4.993
C -3.872 -0.376 4.252
C -4.180 -1.147 3.099
C -5.254 -1.112 2.170
C -5.271 -2.094 1.154
C -6.275 -2.140 0.218
C -7.300 -1.213 0.251
C -7.317 -0.236 1.229
C -6.318 -0.184 2.169
C -4.621 0.715 4.739
H -2.842 1.578 7.449
H -1.477 -0.331 6.677
H -2.123 -1.560 4.665
H -3.458 -1.921 2.898
H -4.482 -2.826 1.123
H -6.268 -2.902 -0.545
H -8.084 -1.249 -0.487
H -8.116 0.490 1.250
H -6.368 0.592 2.901
H -5.506 1.058 4.251
```

Output
HOMO-LUMO gap: 0.2082 Eh
Net charge: +1
E_LUMO: -0.225 Eh

---

Arrangement x

Here is 2 unconnected molecules or ions with the total composition C19H22F from the Open Molecules 2025 dataset. Energies are from ωB97M-V/def2-TZVPD.

Structure (XYZ):
```
42
C19H22F ωB97M-V/def2-TZVPD
C -1.424 -1.140 1.958
C -0.662 0.145 1.978
C -1.428 1.428 1.983
C 0.678 0.147 1.979
C 1.441 1.432 1.979
C 1.445 -1.136 1.971
H -2.502 -0.975 1.982
H -1.204 -1.715 1.057
H -1.171 -1.761 2.819
H -2.506 1.259 1.985
H -1.192 2.024 2.866
H -1.196 2.029 1.102
H 2.520 1.268 1.976
H 1.204 2.030 1.097
H 1.207 2.031 2.860
H 2.523 -0.967 1.966
H 1.216 -1.738 2.852
H 1.208 -1.731 1.089
F -0.602 3.082 7.411
C -0.260 1.781 7.221
C 0.929 1.286 7.733
C 1.263 -0.043 7.561
C 0.406 -0.893 6.908
C -0.831 -0.441 6.396
C -1.681 -1.396 5.780
C -2.982 -1.323 5.219
C -3.521 -2.503 4.661
C -4.772 -2.521 4.098
C -5.534 -1.369 4.053
C -5.039 -0.195 4.590
C -3.796 -0.171 5.172
C -1.109 0.932 6.548
H 1.581 1.958 8.260
H 2.200 -0.413 7.945
H 0.679 -1.927 6.781
H -1.256 -2.385 5.749
H -2.933 -3.405 4.686
H -5.165 -3.441 3.699
H -6.518 -1.391 3.614
H -5.642 0.699 4.560
H -3.477 0.743 5.627
H -1.974 1.380 6.115
```

Output
HOMO-LUMO gap: 0.1704 Eh
Net charge: +1
E_LUMO: -0.228 Eh

---

Least stable: arrangement w

---

Arrangement w

Here is 2 unconnected molecules or ions with the total composition C2H6NOS from the Open Molecules 2025 dataset. Energies are from ωB97M-V/def2-TZVPD.

Structure (XYZ):
```
11
C2H6NOS ωB97M-V/def2-TZVPD
C -1.892 0.599 1.571
S -0.239 1.361 1.446
H -2.567 0.940 0.774
H -2.391 0.762 2.537
H -1.909 -0.505 1.608
C 2.005 -0.486 -1.720
N 0.995 -0.546 -0.830
O 2.158 -1.221 -2.688
H 2.834 0.124 -1.346
H 0.670 0.210 -0.181
H 0.336 -1.238 -1.172
```

Output
HOMO-LUMO gap: 0.2548 Eh
Net charge: -1
E_LUMO: 0.150 Eh

---

Arrangement x

Here is 2 unconnected molecules or ions with the total composition C2H6NOS from the Open Molecules 2025 dataset. Energies are from ωB97M-V/def2-TZVPD.

Structure (XYZ):
```
11
C2H6NOS ωB97M-V/def2-TZVPD
C 2.102 0.106 0.153
S 1.438 0.904 -1.429
H 3.208 0.273 0.235
H 1.704 0.555 1.048
H 1.920 -0.985 0.162
C -1.844 -0.453 0.545
N -1.649 0.206 -0.618
O -2.626 -1.376 0.683
H -1.228 -0.088 1.392
H -0.679 0.606 -0.817
H -2.347 0.251 -1.354
```

Output
HOMO-LUMO gap: 0.2547 Eh
Net charge: -1
E_LUMO: 0.151 Eh

---

Arrangement y

Here is 2 unconnected molecules or ions with the total composition C2H6NOS from the Open Molecules 2025 dataset. Energies are from ωB97M-V/def2-TZVPD.

Structure (XYZ):
```
11
C2H6NOS ωB97M-V/def2-TZVPD
C -1.218 0.361 1.661
S -1.176 -1.474 1.121
H -1.885 0.501 2.696
H -0.166 0.841 1.867
H -1.589 0.951 0.811
C 1.543 0.130 -1.348
N 0.267 -0.272 -1.442
O 2.382 0.392 -2.282
H 2.016 0.209 -0.354
H -0.296 -0.662 -0.526
H 0.123 -0.976 -2.203
```

Output
HOMO-LUMO gap: 0.2662 Eh
Net charge: -1
E_LUMO: 0.148 Eh

---

Least stable: arrangement y